No. 1
Entry from OMol25: an isolated molecule of C3H4INS in a non-equilibrium geometry (ωB97M-V/def2-TZVPD).

Atoms and positions in Å:
I -3.749 0.268 -0.108
C -1.615 0.001 -0.081
N -0.547 1.298 -0.151
C 0.694 0.776 0.165
C 0.845 -0.789 -0.163
S -0.823 -1.559 -0.077
H 1.029 0.980 1.324
H 1.550 1.409 -0.301
H 1.210 -1.101 -1.204
H 1.407 -1.284 0.597

Values from the calculation:
- Gap between HOMO and LUMO (alpha / beta): 7.5 / 8.3 eV
- SMILES: IC1=NCCS1
- E_tot: -23597.9719 eV
- E_HOMO (alpha / beta): -0.28947 / -0.31451 hartree
- F_max: 7.905 eV/A
- Net charge: 0


No. 2
Entry from OMol25: a cluster of 2 separate species, C6H16N3 in total in a non-equilibrium geometry (ωB97M-V/def2-TZVPD).

Atoms and positions in Å:
C -1.489 1.394 -0.039
C 2.083 -0.645 0.823
C 1.118 -0.199 -1.510
C 1.245 1.697 0.242
C -1.687 -1.989 1.091
C 1.070 0.218 -0.021
N -2.309 1.626 -1.009
N -0.184 -0.181 0.606
N -0.827 -1.183 0.211
H -1.725 1.857 0.895
H 1.956 -1.694 0.503
H 3.187 -0.491 0.743
H 1.870 -0.479 1.833
H 0.522 0.338 -2.183
H 0.692 -1.211 -1.539
H 2.126 -0.188 -1.917
H 2.137 2.141 0.022
H 0.543 2.168 -0.378
H 0.912 1.844 1.201
H -2.681 -1.535 1.273
H -1.841 -3.004 0.706
H -1.232 -2.044 2.000
H -3.071 2.180 -1.081
H -0.548 -1.827 -0.527
H -1.867 1.207 -1.942

Values from the calculation:
- Gap between HOMO and LUMO (alpha / beta): 8.8 / 8.8 eV
- E_tot: -10940.3764 eV
- E_HOMO (alpha / beta): -0.46675 / -0.46678 hartree
- F_max: 7.759 eV/A
- Net charge: +1


No. 3
Entry from OMol25: a cluster of 2 separate species, C3H10NS in total in a non-equilibrium geometry (ωB97M-V/def2-TZVPD).

Atoms and positions in Å:
C 1.227 2.966 -1.315
N -0.102 2.683 -1.383
H 1.733 3.239 -2.219
H 1.835 2.467 -0.578
H -0.283 1.818 -0.853
H -0.597 3.161 -2.117
C -0.333 -2.474 1.865
C -0.193 -1.872 0.371
S -0.407 0.016 0.479
H -0.244 -3.545 1.800
H -1.388 -2.299 2.166
H 0.377 -1.927 2.465
H 0.819 -2.030 -0.013
H -0.964 -2.259 -0.337
H -1.481 0.056 -0.332

Values from the calculation:
- Gap between HOMO and LUMO (alpha / beta): 6.8 / 10.2 eV
- 2S+1: 2
- E_tot: -15595.9380 eV
- E_HOMO (alpha / beta): -0.22021 / -0.34595 hartree
- F_max: 3.346 eV/A
- Net charge: 0


No. 4
Entry from OMol25: a structure of composition C19H19N7O2S3SeSr (ωB97M-V/def2-TZVPD).

Atoms and positions in Å:
Sr 0.178 -0.288 0.426
O -4.784 6.032 -2.102
N -4.069 5.186 -2.611
O -4.026 4.969 -3.809
C -3.189 4.410 -1.731
C -2.715 5.063 -0.647
C -1.819 4.415 0.248
C -1.289 5.049 1.391
C -0.454 4.348 2.210
C -0.155 3.002 1.909
N -0.636 2.399 0.835
C -1.442 3.086 0.007
C -1.946 2.401 -1.175
N -1.528 1.138 -1.363
C -2.030 0.440 -2.359
C -2.975 0.981 -3.247
C -3.372 2.282 -3.105
C -2.844 3.048 -2.045
H -3.020 6.084 -0.465
H -1.558 6.079 1.600
H -0.021 4.797 3.094
H 0.526 2.383 2.513
H -1.661 -0.578 -2.462
H -3.374 0.361 -4.038
H -4.077 2.720 -3.794
S -1.933 -4.498 -1.510
C -1.376 -2.979 -1.062
S 0.076 -2.316 -1.784
S -2.252 -2.036 0.110
Se 2.178 0.601 2.417
C 1.633 0.807 -2.813
N 1.976 0.807 -1.388
C 2.310 2.181 -0.979
N 3.423 2.728 -1.772
C 3.050 2.676 -3.184
N 2.732 1.322 -3.644
C 3.909 0.481 -3.397
N 4.309 0.468 -1.993
C 3.181 -0.030 -1.195
C 4.578 1.844 -1.571
H 0.755 1.439 -2.964
H 1.384 -0.210 -3.120
H 2.567 2.156 0.085
H 1.429 2.813 -1.127
H 3.879 3.063 -3.785
H 2.175 3.313 -3.341
H 4.741 0.860 -4.001
H 3.680 -0.540 -3.708
H 3.424 -0.016 -0.129
H 2.941 -1.051 -1.502
H 5.422 2.236 -2.149
H 4.832 1.841 -0.510

Values from the calculation:
- Gap between HOMO and LUMO: 3.1 eV
- E_tot: -133226.3229 eV
- E_HOMO: -0.01085 hartree
- F_max: 0.129 eV/A
- Net charge: -2


No. 5
Entry from OMol25: a structure of composition C24H31FeIN2O in a non-equilibrium geometry (ωB97M-V/def2-TZVPD).

Atoms and positions in Å:
C 0.744 2.742 -0.316
C 2.898 2.017 -2.204
H -0.128 3.271 -0.700
H 1.697 3.307 -0.201
H 0.678 1.875 0.408
H 2.907 1.611 -3.224
H 3.142 3.071 -2.094
H 3.345 1.484 -1.310
C -2.308 1.983 -1.901
C -3.632 1.527 -2.027
C -3.873 0.213 -2.469
C -2.748 -0.573 -2.745
H -2.168 3.018 -1.644
H -4.479 2.170 -1.795
H -4.901 -0.203 -2.599
H -2.872 -1.590 -3.117
N -1.233 1.213 -2.086
C -1.447 -0.054 -2.508
C -0.280 -0.895 -2.614
N 0.922 -0.314 -2.332
C 2.046 -1.065 -2.331
C 0.781 -3.062 -2.836
C 2.002 -2.443 -2.542
H 2.993 -0.565 -2.176
H 2.915 -3.023 -2.467
C -0.369 -2.269 -2.884
H -1.341 -2.716 -3.089
H 0.708 -4.155 -3.011
Fe 1.175 1.546 -1.613
I 0.874 3.389 -3.206
C 2.506 -2.478 1.408
C 2.672 -1.198 2.233
C 3.542 -0.190 1.485
C 1.350 -0.582 2.690
C 1.277 0.016 3.934
C 0.098 0.600 4.395
C -1.036 0.634 3.579
C -1.016 0.086 2.309
C -2.242 0.058 1.404
C -3.066 -1.211 1.632
C -3.115 1.300 1.527
C 0.217 -0.486 1.792
O 0.305 -0.790 0.561
H 1.961 -2.242 0.487
H 1.938 -3.222 1.978
H 3.489 -2.897 1.162
H 3.202 -1.469 3.161
H 3.079 0.066 0.522
H 3.667 0.728 2.069
H 4.534 -0.615 1.291
H 2.168 0.008 4.569
H 0.055 1.016 5.401
H -1.963 1.090 3.943
H -1.857 0.016 0.377
H -3.514 -1.194 2.635
H -3.868 -1.285 0.887
H -2.426 -2.098 1.547
H -2.519 2.206 1.367
H -3.905 1.277 0.768
H -3.584 1.348 2.518

Values from the calculation:
- Gap between HOMO and LUMO (alpha / beta): 4.1 / 4.2 eV
- 2S+1: 5
- E_tot: -72902.2560 eV
- E_HOMO (alpha / beta): -0.21082 / -0.20964 hartree
- F_max: 4.262 eV/A
- Net charge: 0


No. 6
Entry from OMol25: a cluster of 2 separate species, BrH2O2PS in total in a non-equilibrium geometry (ωB97M-V/def2-TZVPD).

Atoms and positions in Å:
O -0.089 0.173 1.297
P -1.076 0.120 0.225
O -0.308 -0.070 -1.248
S -2.994 0.462 0.079
H -0.800 -0.337 -2.070
Br 3.221 -0.047 0.633
H 2.045 -0.300 1.085

Values from the calculation:
- Gap between HOMO and LUMO: 9.7 eV
- SMILES: O=P(O)=S.Br
- E_tot: -94294.8278 eV
- E_HOMO: -0.38772 hartree
- F_max: 5.072 eV/A
- Net charge: 0


No. 7
Entry from OMol25: a structure of composition C3H5AuO3 in a non-equilibrium geometry (ωB97M-V/def2-TZVPD).

Atoms and positions in Å:
H -1.212 -0.997 -0.759
C -0.732 -1.144 0.228
C -0.631 0.158 0.940
O -0.474 1.311 0.027
C 0.743 1.520 -0.333
O 0.808 2.497 -1.186
Au 1.580 -0.164 0.651
O 0.583 -1.621 -0.091
H -1.150 -1.871 0.947
H -0.098 -2.642 -0.770
H -1.119 0.379 1.887
H 1.703 2.575 -1.540

Values from the calculation:
- Gap between HOMO and LUMO (alpha / beta): 8.7 / 7.7 eV
- 2S+1: 3
- E_tot: -12998.2344 eV
- E_HOMO (alpha / beta): -0.70909 / -0.78218 hartree
- F_max: 7.927 eV/A
- Net charge: +2


No. 8
Entry from OMol25: a cluster of 2 separate species, N2O4 in total in a non-equilibrium geometry (ωB97M-V/def2-TZVPD).

Atoms and positions in Å:
N -0.019 -1.861 1.699
N 0.005 1.869 -1.694
O -0.062 -2.639 2.455
O 0.135 2.598 -2.489
O 0.046 -1.083 0.931
O -0.105 1.117 -0.902

Values from the calculation:
- Gap between HOMO and LUMO: 15.6 eV
- E_tot: -11140.7801 eV
- E_HOMO: -0.97049 hartree
- F_max: 3.008 eV/A
- Net charge: +2